1.
{"formula": "C29H29BF6O2S", "method": "the ωB97M-V functional and the def2-TZVPD basis", "species": ["C", "C", "C", "C", "C", "B", "C", "C", "C", "C", "F", "F", "F", "C", "C", "C", "F", "F", "F", "C", "O", "C", "C", "C", "C", "C", "O", "S", "H", "H", "H", "H", "H", "H", "H", "H", "H", "H", "H", "H", "H", "H", "H", "H", "H", "H", "C", "C", "C", "C", "C", "C", "C", "C", "C", "C", "C", "H", "H", "H", "H", "H", "H", "H", "H", "H", "H", "H"], "xyz": [[-4.955, 5.607, -1.957], [-4.187, 4.355, -2.015], [-3.839, 3.663, -3.154], [-3.009, 2.531, -2.883], [-2.761, 2.372, -1.546], [-1.840, 1.247, -0.904], [-0.332, 1.882, -1.074], [0.189, 2.630, -0.037], [1.535, 2.963, -0.042], [2.137, 3.687, 1.115], [2.746, 4.847, 0.703], [1.204, 4.019, 2.056], [3.100, 2.919, 1.731], [2.354, 2.620, -1.104], [1.799, 1.932, -2.162], [2.675, 1.538, -3.307], [2.779, 0.169, -3.402], [2.154, 2.002, -4.490], [3.945, 2.034, -3.198], [0.445, 1.587, -2.172], [-2.241, 1.103, 0.461], [-2.049, -0.149, 1.082], [-2.410, -1.362, 0.159], [-1.770, -2.581, 0.781], [-3.922, -1.444, 0.016], [-1.800, -1.178, -1.274], [-1.990, 0.122, -1.773], [-3.578, 3.579, -0.592], [-5.269, 5.870, -2.973], [-5.841, 5.470, -1.327], [-4.351, 6.426, -1.544], [-4.168, 3.962, -4.140], [-2.575, 1.896, -3.644], [-0.439, 2.935, 0.791], [3.397, 2.890, -1.116], [0.030, 1.074, -3.035], [-0.987, -0.212, 1.410], [-2.716, -0.159, 1.963], [-1.932, -3.494, 0.195], [-0.684, -2.420, 0.850], [-2.126, -2.761, 1.804], [-4.202, -2.286, -0.622], [-4.395, -1.574, 0.995], [-4.290, -0.515, -0.440], [-0.713, -1.408, -1.270], [-2.312, -1.861, -1.978], [1.338, -4.225, 0.972], [0.368, -5.191, 1.737], [0.366, -4.627, 3.129], [1.001, -3.398, 3.178], [1.681, -3.134, 1.956], [2.891, -2.363, 1.881], [3.361, -1.602, 2.992], [4.596, -0.965, 2.946], [5.392, -1.017, 1.796], [4.991, -1.841, 0.734], [3.766, -2.499, 0.763], [2.200, -4.841, 0.705], [0.970, -3.853, 0.017], [-0.637, -5.233, 1.302], [0.757, -6.211, 1.664], [-0.070, -5.182, 3.959], [1.071, -2.743, 4.053], [2.748, -1.557, 3.897], [4.955, -0.425, 3.821], [6.338, -0.479, 1.755], [5.650, -1.984, -0.124], [3.463, -3.153, -0.071]], "relative_energy_kj_mol": 88.33, "molar_mass_da": 566.42, "total_charge": 0, "lumo_ha": -0.143}

---

2.
{"formula": "C29H29Cl5GeN6O5SeSiTi", "method": "the ωB97M-V functional and the def2-TZVPD basis", "species": ["Ti", "C", "O", "C", "O", "N", "N", "H", "H", "H", "H", "H", "H", "Se", "N", "C", "C", "C", "C", "C", "N", "C", "C", "N", "C", "C", "C", "C", "C", "N", "H", "H", "H", "H", "H", "H", "C", "Si", "C", "C", "O", "H", "H", "H", "H", "H", "H", "H", "H", "H", "Cl", "C", "Cl", "C", "O", "O", "H", "C", "C", "C", "C", "C", "C", "C", "C", "C", "C", "H", "H", "H", "H", "H", "H", "H", "Cl", "Ge", "Cl", "Cl"], "xyz": [[0.262, 0.512, 0.119], [4.986, -2.317, 0.983], [3.760, -1.769, 0.483], [3.132, -0.813, 1.145], [2.110, -0.354, 0.657], [3.626, -0.444, 2.355], [2.968, 0.654, 2.942], [5.283, -3.059, 0.250], [4.822, -2.788, 1.953], [5.753, -1.544, 1.033], [4.640, -0.398, 2.366], [3.291, 1.512, 2.499], [3.215, 0.666, 3.922], [-0.739, -7.065, -1.723], [-0.086, -5.659, -2.621], [-0.115, -4.637, -1.813], [0.342, -3.301, -2.172], [0.908, -2.978, -3.384], [1.326, -1.665, -3.623], [1.139, -0.724, -2.627], [0.587, -1.007, -1.452], [0.200, -2.285, -1.188], [-0.312, -2.515, 0.094], [-0.379, -1.421, 0.943], [-0.742, -1.673, 2.215], [-1.103, -2.909, 2.691], [-1.112, -4.009, 1.810], [-0.713, -3.814, 0.516], [-0.643, -4.891, -0.474], [-1.026, -6.111, -0.233], [1.028, -3.750, -4.133], [1.801, -1.381, -4.550], [1.453, 0.305, -2.769], [-0.746, -0.819, 2.879], [-1.386, -3.015, 3.728], [-1.412, -4.996, 2.135], [-2.919, 3.024, -1.615], [-1.685, 1.841, -2.348], [-2.548, 0.399, -3.174], [-0.568, 2.690, -3.575], [-0.755, 1.192, -1.137], [-3.549, 3.460, -2.396], [-2.390, 3.827, -1.099], [-3.566, 2.519, -0.895], [-3.106, 0.729, -4.054], [-3.253, -0.085, -2.493], [-1.821, -0.350, -3.496], [-1.152, 3.147, -4.379], [0.130, 1.985, -4.032], [0.007, 3.473, -3.079], [2.530, 4.334, 2.215], [2.077, 4.429, 0.491], [3.487, 4.270, -0.557], [1.004, 3.393, 0.114], [0.013, 3.826, -0.432], [1.319, 2.156, 0.351], [1.660, 5.417, 0.343], [-5.315, 0.511, 1.558], [-4.496, -0.071, 0.567], [-3.145, 0.134, 0.579], [-2.521, 0.927, 1.578], [-1.106, 1.156, 1.606], [-0.591, 1.888, 2.647], [-1.414, 2.433, 3.662], [-2.763, 2.247, 3.627], [-3.350, 1.486, 2.584], [-4.750, 1.269, 2.542], [-6.385, 0.349, 1.538], [-4.941, -0.684, -0.207], [-2.532, -0.320, -0.187], [0.477, 2.059, 2.711], [-0.962, 3.010, 4.460], [-3.405, 2.671, 4.391], [-5.366, 1.716, 3.314], [5.539, 1.221, 0.343], [4.494, 1.028, -1.775], [5.693, -0.815, -2.441], [5.804, 2.572, -2.809]], "relative_energy_kj_mol": 35.92, "spin_multiplicity": 2, "molar_mass_da": 946.38, "total_charge": -1, "lumo_ha": [0.055, 0.060]}

---

3.
{"formula": "C29H29ClN", "method": "the ωB97M-V functional and the def2-TZVPD basis", "species": ["Cl", "C", "C", "C", "C", "C", "C", "C", "C", "C", "C", "C", "H", "H", "H", "H", "H", "H", "H", "H", "H", "H", "C", "C", "C", "C", "C", "C", "N", "C", "C", "C", "C", "C", "C", "C", "C", "C", "C", "C", "C", "H", "H", "H", "H", "H", "H", "H", "H", "H", "H", "H", "H", "H", "H", "H", "H", "H", "H", "H"], "xyz": [[-2.242, 3.092, -1.242], [-2.321, 1.428, -0.828], [-2.132, 0.453, -1.816], [-2.212, -0.897, -1.479], [-2.408, -1.327, -0.141], [-2.065, -2.668, 0.264], [-1.791, -3.073, 1.682], [-0.754, -4.267, 1.594], [-0.651, -4.514, 0.131], [-1.391, -3.596, -0.599], [-2.737, -0.312, 0.812], [-2.594, 1.044, 0.499], [-1.977, 0.764, -2.841], [-2.086, -1.637, -2.263], [-1.476, -2.258, 2.346], [-2.710, -3.486, 2.110], [0.222, -4.046, 2.047], [-1.154, -5.127, 2.142], [-0.031, -5.303, -0.292], [-1.466, -3.610, -1.683], [-3.076, -0.598, 1.812], [-2.754, 1.818, 1.248], [-5.201, -2.748, -3.719], [-4.083, -3.225, -3.020], [-4.258, -3.624, -1.704], [-5.414, -3.326, -0.948], [-5.348, -3.559, 0.494], [-5.217, -4.865, 0.999], [-6.028, -5.392, 1.967], [-7.330, -4.809, 2.286], [-7.973, -5.785, 3.289], [-7.124, -7.062, 3.275], [-5.941, -6.801, 2.338], [-4.223, -5.822, 0.417], [-4.371, -6.225, -0.918], [-3.429, -7.055, -1.506], [-2.381, -7.567, -0.748], [-2.254, -7.205, 0.594], [-3.154, -6.315, 1.178], [-6.563, -2.944, -1.704], [-6.450, -2.720, -3.083], [-5.090, -2.424, -4.757], [-3.099, -3.278, -3.490], [-3.454, -4.170, -1.207], [-5.689, -2.758, 1.177], [-7.237, -3.768, 2.632], [-7.943, -4.792, 1.362], [-8.002, -5.338, 4.286], [-8.995, -6.014, 2.963], [-6.755, -7.321, 4.271], [-7.701, -7.902, 2.877], [-6.029, -7.436, 1.438], [-4.974, -7.053, 2.799], [-5.211, -5.831, -1.489], [-3.528, -7.309, -2.560], [-1.639, -8.221, -1.206], [-1.437, -7.602, 1.196], [-3.045, -5.986, 2.221], [-7.531, -2.887, -1.206], [-7.347, -2.491, -3.680]], "molar_mass_da": 427.01, "total_charge": 1, "lumo_ha": -0.191}

---

4.
{"formula": "C29H29CoN2O3S2", "method": "the ωB97M-V functional and the def2-TZVPD basis", "species": ["C", "C", "C", "H", "C", "C", "H", "C", "C", "C", "H", "C", "C", "H", "H", "H", "H", "H", "H", "Co", "C", "C", "C", "H", "H", "H", "H", "H", "H", "C", "C", "H", "H", "O", "N", "C", "H", "C", "C", "H", "C", "H", "C", "H", "C", "H", "C", "H", "H", "H", "O", "S", "O", "N", "C", "S", "C", "C", "C", "C", "C", "C", "H", "H", "H", "H"], "xyz": [[-2.061, -1.471, -0.185], [-2.293, -0.277, -0.963], [-1.317, -0.244, -2.020], [-3.127, 0.416, -0.802], [-0.496, -1.411, -1.900], [-0.992, -2.177, -0.810], [0.310, -1.766, -2.550], [-0.860, 0.517, 3.209], [-1.873, 0.535, 2.234], [-1.409, 1.340, 1.115], [-2.833, 0.009, 2.245], [-0.049, 1.706, 1.418], [0.241, 1.300, 2.753], [-1.325, 0.486, -2.837], [-0.640, -3.168, -0.511], [-2.610, -1.763, 0.705], [1.128, 1.587, 3.325], [-2.084, 1.862, 0.420], [-0.917, 0.025, 4.173], [-0.498, -0.214, -0.212], [0.822, 2.430, 0.461], [1.875, 3.246, 1.176], [-0.118, 3.414, -0.239], [1.369, 3.925, 1.866], [2.462, 3.815, 0.447], [2.544, 2.621, 1.761], [-0.706, 3.937, 0.527], [-0.804, 2.892, -0.911], [0.423, 4.146, -0.833], [1.539, 1.400, -0.467], [1.808, 1.890, -1.848], [0.934, 0.441, -0.697], [2.522, 1.050, -0.083], [1.188, 2.896, -2.269], [2.705, 1.166, -2.650], [2.153, 0.102, -3.494], [3.304, 1.811, -3.162], [0.949, 0.409, -4.401], [0.358, -0.641, -5.127], [0.830, -1.628, -5.159], [-0.845, -0.431, -5.803], [-1.324, -1.252, -6.324], [-1.463, 0.818, -5.796], [-2.432, 0.967, -6.265], [-0.824, 1.873, -5.164], [-1.262, 2.862, -5.144], [0.399, 1.684, -4.516], [0.895, 2.528, -4.051], [1.922, -0.752, -2.830], [3.008, -0.237, -4.090], [-1.213, -5.368, 2.535], [-1.332, -3.944, 2.649], [-2.654, -3.354, 2.672], [-0.347, -3.152, 1.580], [0.435, -2.239, 2.124], [1.154, -1.097, 1.082], [0.494, -2.339, 3.590], [1.196, -1.639, 4.583], [0.976, -1.941, 5.934], [0.039, -2.916, 6.311], [-0.695, -3.586, 5.326], [-0.432, -3.306, 3.993], [1.927, -0.881, 4.290], [1.535, -1.426, 6.712], [-0.136, -3.163, 7.360], [-1.469, -4.321, 5.535]], "relative_energy_kj_mol": 116.30, "spin_multiplicity": 5, "molar_mass_da": 576.63, "total_charge": 0, "lumo_ha": [-0.013, -0.081]}